# 1
{
  "formula": "C16H10Cl5N4O7S2SeTi",
  "method": "ωB97M-V with the def2-TZVPD basis set",
  "species": ["Ti", "O", "C", "O", "C", "C", "C", "C", "C", "C", "S", "H", "H", "H", "H", "Cl", "C", "C", "Cl", "C", "Cl", "C", "O", "C", "Cl", "C", "Cl", "C", "C", "N", "N", "C", "S", "N", "N", "H", "H", "H", "H", "H", "H", "O", "Se", "O", "O", "O"],
  "coordinates": [[0.25687, -0.25643, -0.34000], [-0.51424, -0.06588, 3.43661], [-0.99118, -0.34187, 2.34689], [-0.24993, -0.81628, 1.37363], [-2.45425, -0.22292, 2.08174], [-3.27310, -0.09639, 3.20698], [-4.64423, -0.00775, 3.09575], [-5.21652, -0.03620, 1.82584], [-4.41999, -0.14475, 0.70610], [-3.02120, -0.23891, 0.79866], [-2.16590, -0.34155, -0.73129], [-2.78795, -0.07280, 4.17361], [-5.26263, 0.08307, 3.97942], [-6.29167, 0.03347, 1.71009], [-4.86655, -0.15157, -0.28038], [-0.25989, -5.19431, -5.96436], [-0.14075, -3.89035, -4.83960], [-0.27615, -4.12220, -3.47491], [-0.56658, -5.72297, -2.90279], [-0.18214, -3.07437, -2.56764], [-0.34964, -3.36092, -0.87991], [0.05244, -1.75819, -3.00001], [0.14539, -0.74331, -2.19036], [0.18745, -1.54498, -4.38403], [0.47361, 0.06584, -4.91149], [0.09190, -2.59169, -5.28762], [0.26180, -2.28575, -6.97617], [4.00798, 2.99540, 2.53757], [2.76576, 3.27584, 1.78459], [2.46104, 4.38308, 1.17987], [1.26137, 4.10886, 0.58194], [0.83516, 2.86304, 0.78443], [-0.58347, 2.13374, 0.19228], [1.78509, 2.33392, 1.59095], [1.78193, 1.01641, 1.97754], [4.60490, 3.90202, 2.58799], [4.57025, 2.21078, 2.02785], [3.77675, 2.65015, 3.54566], [0.81438, 4.78776, -0.00743], [1.27481, 0.83313, 2.83699], [2.69081, 0.58261, 1.83733], [1.80866, 0.93697, -0.88389], [3.01211, -0.24510, -0.73365], [4.03401, 0.18241, 0.44553], [1.89255, -1.38458, -0.16567], [3.67093, -0.66648, -2.12466]],
  "total_energy_ha": -7709.89166,
  "spin_multiplicity": 1,
  "total_charge": -1
}



# 2
{
  "formula": "C6H7N",
  "method": "ωB97M-V with the def2-TZVPD basis set",
  "species": ["N", "C", "C", "C", "C", "C", "C", "H", "H", "H", "H", "H", "H", "H"],
  "coordinates": [[-0.10372, 3.07165, -0.18537], [-0.00333, 2.03116, 0.30980], [0.12397, 0.71527, 0.94817], [1.44695, 0.03726, 0.66448], [1.21103, -1.17360, 0.14211], [-0.24081, -1.37796, 0.00823], [-0.88932, -0.29169, 0.44917], [0.00342, 0.85836, 2.03272], [2.40436, 0.49631, 0.87891], [1.96187, -1.90240, -0.14368], [-0.70049, -2.27403, -0.39496], [-1.95810, -0.11578, 0.47002], [-1.30446, 0.01046, -2.41313], [-1.95138, -0.08501, -2.76645]],
  "total_energy_ha": -287.49971,
  "smiles": "N#CC1C=CC=C1.[H][H]",
  "spin_multiplicity": 1
}



# 3
{
  "formula": "C2H6NO5",
  "method": "ωB97M-V with the def2-TZVPD basis set",
  "species": ["O", "C", "N", "C", "O", "O", "H", "H", "H", "H", "O", "H", "H", "O"],
  "coordinates": [[2.32858, -1.48483, -1.90348], [1.43954, -1.03630, -2.60585], [0.61796, -0.04403, -2.17540], [0.60196, 0.60227, -0.78328], [1.59973, 0.69128, -0.10503], [-0.52451, 1.17162, -0.66700], [1.19838, -1.39654, -3.60515], [-0.28181, 0.21514, -2.57373], [0.58253, -0.22743, 5.08970], [-0.27209, 0.30862, 3.76135], [-0.17998, 0.20175, 4.71569], [-1.72078, 0.18647, -0.14186], [-2.79766, 0.82989, 0.69899], [-2.59187, -0.01791, 0.29506]],
  "total_energy_ha": -510.86017,
  "spin_multiplicity": 1,
  "total_charge": -1
}



# 4
{
  "formula": "C4H9N3",
  "method": "ωB97M-V with the def2-TZVPD basis set",
  "species": ["C", "N", "C", "N", "N", "C", "C", "H", "H", "H", "H", "H", "H", "H", "H", "H"],
  "coordinates": [[1.86316, 1.69484, -0.55997], [0.69965, 1.04213, -0.21003], [-0.63110, 1.59632, -0.01197], [-1.46051, 0.74455, 0.33124], [-0.91096, -0.56364, 0.56418], [-1.72645, -1.77007, 0.20971], [0.56789, -0.36268, -0.08093], [2.58905, 1.08513, -1.09236], [1.76389, 2.66011, -1.11060], [2.19902, 2.18479, 0.30959], [-0.86969, -0.58314, 1.56516], [-2.59410, -1.66340, 0.85991], [-2.14678, -1.59482, -0.74406], [-1.16352, -2.75178, 0.36828], [0.60496, -0.99747, -1.10036], [1.21550, -0.72087, 0.70222]],
  "total_energy_ha": -321.13821,
  "smiles": "C[N+]1=C=N[N@@H+](C)C1",
  "spin_multiplicity": 1,
  "total_charge": 2
}



# 5
{
  "formula": "C54H132N9O30P3",
  "method": "ωB97M-V with the def2-TZVPD basis set",
  "species": ["C", "O", "C", "C", "O", "C", "C", "O", "C", "H", "H", "H", "H", "H", "H", "H", "H", "H", "H", "H", "H", "H", "H", "C", "O", "C", "C", "O", "C", "C", "O", "C", "H", "H", "H", "H", "H", "H", "H", "H", "H", "H", "H", "H", "H", "H", "C", "O", "C", "C", "O", "C", "C", "O", "C", "H", "H", "H", "H", "H", "H", "H", "H", "H", "H", "H", "H", "H", "H", "C", "O", "N", "C", "C", "H", "H", "H", "H", "H", "H", "H", "C", "O", "N", "C", "C", "H", "H", "H", "H", "H", "H", "H", "C", "O", "N", "C", "C", "H", "H", "H", "H", "H", "H", "H", "C", "O", "N", "C", "C", "H", "H", "H", "H", "H", "H", "H", "C", "O", "N", "C", "C", "H", "H", "H", "H", "H", "H", "H", "C", "O", "N", "C", "C", "H", "H", "H", "H", "H", "H", "H", "C", "O", "N", "C", "C", "H", "H", "H", "H", "H", "H", "H", "C", "O", "N", "C", "C", "H", "H", "H", "H", "H", "H", "H", "C", "O", "N", "C", "C", "H", "H", "H", "H", "H", "H", "H", "C", "O", "P", "O", "O", "C", "O", "C", "H", "H", "H", "H", "H", "H", "H", "H", "H", "C", "O", "P", "O", "O", "C", "O", "C", "H", "H", "H", "H", "H", "H", "H", "H", "H", "C", "O", "P", "O", "O", "C", "O", "C", "H", "H", "H", "H", "H", "H", "H", "H", "H"],
  "coordinates": [[17.27429, 18.32190, 9.21665], [17.18392, 17.99384, 10.59660], [17.71100, 19.06932, 11.40658], [17.28832, 18.73497, 12.83524], [18.21955, 17.90226, 13.51018], [18.00693, 16.50619, 13.18053], [19.27280, 15.76940, 13.57534], [20.46235, 16.24741, 12.85072], [20.32038, 16.06206, 11.47236], [16.58501, 19.14621, 8.96937], [16.89918, 17.43152, 8.70939], [18.29178, 18.54352, 8.88226], [17.21548, 20.01124, 11.08738], [18.82169, 19.12409, 11.32930], [16.28478, 18.28152, 12.83107], [17.23274, 19.64282, 13.44837], [17.73092, 16.29099, 12.13416], [17.15190, 16.17994, 13.78563], [19.10766, 14.69196, 13.40418], [19.52310, 15.92733, 14.62944], [21.21837, 16.49650, 11.02554], [19.47800, 16.58645, 11.01449], [20.32847, 14.99086, 11.22399], [23.54687, 18.80898, 18.68461], [24.23977, 17.71995, 19.27081], [23.53350, 17.00540, 20.26449], [22.65307, 15.93957, 19.69988], [21.42566, 16.52843, 19.37071], [20.62413, 15.65381, 18.60579], [19.25609, 16.20729, 18.52582], [19.33861, 17.38862, 17.74028], [18.04212, 17.78447, 17.24867], [23.27608, 19.53213, 19.45800], [22.62941, 18.47887, 18.17436], [24.20267, 19.29990, 17.96087], [22.97773, 17.75190, 20.87676], [24.29863, 16.53757, 20.89693], [22.53282, 15.09865, 20.39461], [23.12230, 15.55278, 18.77824], [20.66178, 14.64355, 19.04230], [20.91986, 15.54543, 17.54029], [18.81170, 16.48648, 19.48605], [18.58351, 15.48381, 18.04401], [18.15330, 18.76456, 16.77265], [17.31386, 17.88231, 18.05675], [17.68241, 17.05794, 16.48114], [11.37723, 22.28212, 19.83870], [11.28579, 21.15943, 19.05859], [10.68784, 21.45165, 17.76742], [11.25899, 20.48144, 16.77086], [12.62602, 20.82575, 16.53731], [13.28174, 19.72429, 15.82232], [14.65547, 20.28431, 15.54155], [15.38290, 20.17526, 16.76122], [16.56568, 20.95855, 16.68934], [11.99216, 23.05582, 19.33973], [11.91727, 22.01824, 20.73974], [10.40250, 22.70593, 20.16193], [11.04423, 22.42036, 17.38341], [9.59509, 21.47256, 17.83478], [10.60818, 20.48803, 15.87161], [11.26878, 19.46396, 17.15618], [12.81701, 19.42273, 14.86766], [13.20986, 18.86926, 16.49963], [14.43527, 21.34047, 15.31396], [15.19510, 19.85125, 14.69462], [17.24611, 20.47344, 15.94712], [17.01877, 20.82718, 17.66718], [16.45139, 22.03218, 16.41936], [19.37487, 18.55530, 21.16567], [18.36544, 17.87470, 21.33622], [19.87074, 19.37104, 22.11537], [19.09536, 19.80048, 23.32133], [21.22473, 19.93735, 21.83366], [19.94758, 18.52430, 20.22453], [18.11258, 19.32434, 23.22706], [18.99319, 20.88871, 23.34363], [19.58268, 19.50346, 24.24947], [21.25976, 21.02717, 21.90860], [21.97197, 19.53663, 22.51501], [21.46978, 19.66352, 20.80449], [19.42930, 12.93420, 23.26846], [18.54053, 12.19078, 23.68226], [19.19265, 14.23643, 22.94145], [20.19640, 15.01836, 22.19274], [17.89064, 14.85939, 23.06272], [20.48761, 12.64220, 23.14491], [19.88475, 15.38796, 21.21292], [21.13163, 14.46131, 22.14154], [20.40149, 15.88784, 22.82774], [17.31534, 14.95266, 22.14309], [17.36700, 14.25366, 23.80826], [18.07110, 15.82626, 23.53970], [16.62500, 13.27911, 19.47696], [16.31872, 14.44669, 19.42529], [16.22892, 12.43105, 20.44818], [16.70524, 11.06534, 20.41119], [15.49954, 13.01135, 21.62884], [17.31275, 12.83728, 18.72195], [17.10422, 10.91855, 19.40981], [15.85269, 10.36131, 20.49187], [17.46734, 10.84260, 21.16039], [15.38643, 14.08568, 21.45878], [14.51937, 12.55332, 21.72540], [16.09806, 12.81178, 22.51388], [24.11775, 12.83650, 21.80357], [23.65332, 13.76872, 22.47907], [25.08772, 12.00151, 22.26705], [25.72150, 11.06903, 21.37054], [25.51014, 12.11114, 23.71135], [23.72283, 12.66186, 20.79833], [25.58928, 10.03479, 21.70737], [26.78898, 11.29032, 21.30654], [25.28811, 11.16613, 20.37484], [25.45083, 11.12107, 24.18443], [26.56201, 12.44401, 23.78090], [24.87293, 12.81330, 24.24849], [22.61292, 20.45595, 15.43556], [23.62851, 21.06558, 15.10003], [22.14679, 19.34556, 14.90315], [20.91328, 18.76168, 15.40610], [22.73866, 18.87648, 13.65905], [21.98445, 20.81306, 16.28083], [20.72023, 19.16050, 16.40422], [20.98131, 17.68039, 15.53574], [20.05455, 18.95980, 14.75137], [22.45249, 19.59243, 12.88192], [23.82522, 18.79492, 13.73989], [22.33884, 17.88824, 13.38282], [26.61049, 15.20144, 19.12724], [26.09436, 14.07453, 19.14425], [27.08768, 15.84750, 20.21508], [27.51460, 17.18993, 20.16198], [27.17899, 15.07714, 21.47331], [26.70191, 15.76479, 18.17962], [28.55563, 17.31992, 20.50882], [26.84757, 17.82650, 20.72852], [27.42385, 17.53916, 19.12449], [26.95726, 14.03601, 21.23582], [28.20306, 15.19602, 21.83076], [26.45540, 15.46332, 22.21253], [14.71261, 16.44058, 14.90583], [14.10299, 16.92575, 13.96540], [15.16474, 15.15923, 14.89741], [14.70597, 14.23344, 13.90482], [15.81912, 14.61932, 16.09465], [14.93063, 16.99868, 15.82163], [13.97061, 13.52376, 14.29546], [15.56766, 13.68249, 13.50084], [14.24252, 14.81374, 13.10700], [16.83476, 14.27188, 15.85112], [15.89441, 15.41125, 16.84823], [15.21334, 13.82748, 16.54248], [22.71355, 18.09041, 24.92736], [22.31586, 19.22744, 25.21467], [23.81183, 17.81788, 24.19328], [24.21030, 16.42686, 24.07496], [24.61050, 18.88171, 23.57586], [22.14319, 17.22706, 25.27202], [23.39470, 15.83450, 24.48472], [25.18640, 16.13628, 24.51172], [24.24684, 16.18304, 23.00741], [25.65996, 18.72217, 23.85074], [24.49862, 18.86558, 22.48594], [24.26223, 19.83881, 23.97376], [14.34347, 16.99945, 18.81191], [13.68123, 16.85016, 17.81112], [14.27716, 18.03875, 19.67808], [15.30150, 18.26474, 20.65842], [13.19780, 18.98067, 19.57627], [15.08461, 16.23906, 19.13077], [15.74630, 17.29994, 20.86608], [14.89087, 18.63895, 21.60836], [16.11703, 18.92196, 20.34049], [12.60272, 18.99528, 20.49991], [13.54850, 19.98996, 19.34059], [12.55308, 18.64026, 18.76449], [23.52836, 9.52888, 17.93310], [23.16154, 10.57291, 18.87902], [22.10795, 11.69523, 18.25578], [21.91280, 12.63071, 19.30694], [20.85818, 10.97659, 17.68610], [19.58591, 10.92791, 18.45561], [22.70833, 12.22547, 16.89264], [23.90421, 13.14150, 16.92271], [24.21133, 8.85323, 18.46287], [23.99908, 9.86532, 16.99955], [22.62899, 8.92350, 17.74795], [18.77968, 11.32542, 17.82433], [19.77754, 11.56765, 19.34090], [19.41145, 9.90126, 18.79948], [23.77040, 13.78966, 16.05480], [24.84015, 12.58966, 16.83501], [23.90284, 13.73305, 17.83101], [24.35993, 22.45993, 18.90399], [23.55818, 22.79599, 20.10894], [21.97883, 23.08564, 19.87900], [21.35289, 23.52192, 21.12956], [21.91135, 24.08255, 18.59304], [21.27248, 25.37032, 18.78673], [21.55680, 21.78570, 19.17732], [20.17496, 21.57906, 18.74225], [25.22973, 21.99424, 19.38444], [24.70369, 23.31791, 18.31711], [23.87941, 21.73757, 18.24436], [20.69106, 25.38033, 19.69429], [20.63959, 25.54928, 17.90700], [22.02578, 26.15480, 18.87339], [20.16765, 20.90947, 17.87145], [19.81092, 22.56754, 18.44032], [19.56303, 21.16727, 19.54889], [26.82029, 15.01789, 12.96271], [27.33921, 15.55267, 14.28199], [26.52552, 16.70789, 14.97886], [27.07778, 16.97746, 16.31269], [26.45344, 17.80437, 13.87534], [26.39941, 19.19746, 14.36770], [25.04590, 16.06674, 14.98289], [24.11249, 16.66245, 15.99519], [25.76832, 14.74013, 13.03321], [27.43131, 14.11894, 12.86166], [27.06265, 15.70031, 12.15464], [25.84678, 19.92209, 13.75617], [27.42037, 19.52915, 14.52962], [25.92826, 19.12450, 15.34869], [24.12623, 17.75078, 15.98462], [24.47431, 16.31378, 16.95116], [23.08394, 16.32934, 15.81211]],
  "total_energy_ha": -5910.90636,
  "spin_multiplicity": 1
}



# 6
{
  "formula": "C6H12O",
  "method": "ωB97M-V with the def2-TZVPD basis set",
  "species": ["C", "O", "C", "C", "C", "C", "C", "H", "H", "H", "H", "H", "H", "H", "H", "H", "H", "H", "H"],
  "coordinates": [[1.71476, 1.04326, -0.18680], [2.84806, 0.34956, 0.36220], [1.03483, 0.10026, -1.14391], [0.41931, -1.13736, -0.38869], [-0.70547, -0.79363, 0.53915], [-3.03798, 0.09062, 0.78256], [-1.84348, 0.01446, 0.08366], [1.01680, 1.40113, 0.58410], [2.10213, 1.89145, -0.76008], [3.23786, 1.04088, 0.87981], [0.24571, 0.58588, -1.72219], [1.76840, -0.31703, -1.82647], [0.07351, -1.90906, -1.08947], [1.32216, -1.60276, 0.01373], [-1.19214, -1.64980, 1.03363], [-0.24969, -0.21909, 1.37687], [-3.30688, -0.56336, 1.60587], [-3.66526, 0.95950, 0.60606], [-1.78263, 0.71508, -0.75001]],
  "total_energy_ha": -310.66229,
  "spin_multiplicity": 2,
  "total_charge": 1
}



| no. | F_max (eV Å⁻¹) |
| --- | --- |
| 1 | 0.752 |
| 2 | 1.121 |
| 3 | 1.995 |
| 4 | 3.550 |
| 5 | 3.546 |
| 6 | 2.378 |